{"formula": "C6H22N4NbO2", "method": "wB97M-V/def2-TZVPD", "species": ["C", "C", "C", "C", "Nb", "H", "H", "H", "H", "H", "H", "H", "H", "H", "H", "H", "H", "H", "H", "C", "O", "N", "N", "H", "H", "H", "H", "C", "O", "N", "N", "H", "H", "H", "H"], "positions_angstrom": [[-0.6457, -3.2196, -0.7321], [0.0860, -4.4070, -1.3279], [1.2452, -4.0482, -2.2536], [2.1976, -2.9810, -1.7010], [1.8798, -0.8250, -2.2479], [-0.9089, -2.4711, -1.4870], [-1.5802, -3.5300, -0.2571], [-0.0507, -2.6923, 0.0127], [0.4601, -5.0686, -0.5384], [-0.6380, -5.0015, -1.8965], [1.8022, -4.9768, -2.4366], [0.8436, -3.7584, -3.2342], [2.3224, -3.1699, -0.6315], [3.1872, -3.0983, -2.1723], [1.3632, -1.0189, -0.4472], [0.3717, -0.5523, -3.2797], [2.7684, -1.0304, -3.9380], [3.4460, 0.1056, -1.8693], [1.4159, 0.9425, -1.9806], [-0.7506, 0.9752, 1.1400], [-0.8191, 1.1476, -0.0569], [-1.5666, 1.6036, 2.0543], [0.1925, 0.1216, 1.6629], [-1.4871, 1.4926, 3.0462], [-2.2455, 2.2589, 1.7166], [0.7755, -0.3259, 0.9585], [0.3003, -0.0658, 2.6402], [-2.0033, 5.0641, 2.6435], [-2.5716, 4.1235, 3.1654], [-0.8486, 5.5952, 3.1547], [-2.4607, 5.6517, 1.4955], [-0.3502, 6.3459, 2.7177], [-0.4721, 5.1596, 3.9747], [-3.2805, 5.2575, 1.0746], [-1.9784, 6.3963, 1.0307]], "atomic_forces_ev_per_a": [[-0.190, 0.265, 0.197], [-0.128, -0.102, -0.190], [0.180, -0.072, -0.329], [-0.289, 0.054, 0.594], [0.063, 0.393, -0.859], [0.054, -0.095, -0.072], [-0.002, -0.038, 0.036], [0.048, -0.035, -0.040], [-0.024, 0.125, 0.114], [0.055, -0.097, -0.020], [-0.021, -0.029, -0.106], [-0.013, 0.076, 0.045], [0.132, -0.030, -0.032], [0.011, 0.073, -0.053], [0.530, 0.406, -0.220], [0.702, 0.112, 0.196], [0.014, -0.150, 0.456], [-0.807, -0.267, -0.429], [-0.023, -0.733, 0.623], [0.630, -0.471, 0.461], [-0.680, 0.426, -0.193], [-0.089, -0.113, -0.193], [-0.348, 0.285, -0.066], [0.093, 0.014, -0.014], [0.069, 0.031, 0.029], [0.128, -0.065, 0.022], [-0.033, 0.006, 0.004], [0.269, -0.010, -0.221], [-0.213, 0.030, 0.173], [-0.225, 0.094, 0.036], [-0.058, 0.102, 0.199], [0.050, -0.052, -0.022], [0.041, -0.031, -0.033], [0.032, -0.036, -0.038], [0.037, -0.065, -0.056]], "homo_lumo_gap_ev": 6.3, "e_lumo_ev": 2.4, "total_energy_ha": -668.1486, "charge": -1}

{"formula": "C6H23NO5", "method": "wB97M-V/def2-TZVPD", "species": ["C", "C", "C", "C", "C", "C", "N", "H", "H", "H", "H", "H", "H", "H", "H", "H", "H", "H", "H", "H", "O", "H", "H", "O", "H", "H", "O", "H", "H", "O", "H", "H", "O", "H", "H"], "positions_angstrom": [[-2.7955, -0.0697, -0.0521], [-1.5816, 0.4188, 0.1327], [-0.3580, -0.4210, -0.1000], [0.9313, 0.2096, 0.4186], [1.3041, 1.4568, -0.4023], [2.4449, 1.1835, -1.3774], [3.7486, 1.3793, -0.7507], [-3.6820, 0.5576, -0.0100], [-3.0862, -1.0449, -0.4319], [-1.3798, 1.4309, 0.4453], [-0.3713, -1.4744, 0.1942], [-0.1648, -0.4942, -1.1895], [1.7951, -0.4609, 0.4662], [0.8306, 0.6255, 1.4325], [0.4326, 1.8805, -0.9120], [1.5597, 2.3335, 0.2079], [2.2942, 0.1451, -1.7299], [2.3994, 1.7984, -2.2815], [3.6847, 1.2143, 0.2445], [4.4551, 0.7970, -1.1682], [-1.2645, -1.6372, 3.2398], [-0.4233, -2.0718, 2.9722], [-1.8052, -1.6818, 2.4446], [-2.2541, 0.4030, -3.0035], [-2.2383, 1.2152, -3.5020], [-3.0175, -0.1641, -3.1175], [-0.0592, -1.3325, -3.1659], [-0.8807, -0.8275, -3.2683], [0.6638, -0.7653, -2.9397], [1.2239, -2.3835, 2.7336], [1.6875, -1.9493, 3.4607], [1.7122, -2.0653, 1.9862], [-1.8181, 0.9461, 2.8267], [-2.7032, 0.6646, 3.0766], [-1.2845, 0.1839, 3.1203]], "atomic_forces_ev_per_a": [[-1.163, 0.659, -0.440], [0.304, -1.424, -0.175], [1.483, -0.173, -0.871], [-0.031, 1.686, 1.036], [0.236, 0.784, -0.390], [-0.290, -0.297, -0.500], [-0.387, 0.219, 0.080], [0.183, 0.268, 0.371], [0.757, -0.289, 0.181], [-0.359, 0.132, 0.021], [-0.684, 0.117, 0.299], [-0.532, 0.004, 0.548], [-0.135, -0.185, -0.283], [-0.341, -0.654, 0.117], [-0.089, -0.559, -0.310], [0.394, -0.366, 0.268], [0.175, 0.076, 0.016], [-0.107, 0.157, 0.160], [0.227, -0.177, -0.013], [0.176, -0.122, 0.121], [0.230, -0.506, -0.151], [-0.385, 0.313, 0.212], [-0.159, 0.040, -0.050], [0.943, -0.551, 0.587], [-0.712, 0.015, -0.462], [-0.398, 0.599, -0.419], [-0.433, -1.302, -0.574], [0.458, 0.475, 0.204], [0.268, 0.721, 0.003], [0.439, -0.186, 0.728], [-0.213, -0.157, 0.226], [0.202, 0.165, -0.984], [0.185, 0.238, 0.584], [-0.087, 0.154, -0.050], [-0.156, 0.124, -0.090]], "relative_energy_kcal_mol": 43.91, "homo_lumo_gap_ev": 9.3, "smiles": "C=CCCCCN.O.O.O.O.O", "e_lumo_ev": 0.4, "total_energy_ha": -673.2963, "charge": 0}

{"formula": "C6H24IO9", "method": "wB97M-V/def2-TZVPD", "species": ["I", "O", "H", "H", "O", "H", "H", "O", "H", "H", "C", "C", "O", "O", "H", "H", "H", "H", "H", "H", "C", "C", "O", "O", "H", "H", "H", "H", "H", "H", "C", "C", "O", "O", "H", "H", "H", "H", "H", "H"], "positions_angstrom": [[-0.5996, 1.3322, -0.5396], [1.8093, -0.2280, 1.5773], [1.3071, -0.0681, 0.7646], [1.4021, 0.3884, 2.1944], [-4.0415, 2.5358, -1.7150], [-3.9559, 3.4036, -1.3116], [-3.2479, 2.0682, -1.4187], [-3.6846, -0.6970, -0.1625], [-2.8646, -0.4214, -0.5960], [-3.3880, -1.0398, 0.6846], [3.5144, 2.1960, -1.9262], [2.5839, 2.2370, -3.1289], [1.4433, 3.0377, -2.8827], [4.0462, 3.4957, -1.6612], [4.3444, 1.5212, -2.1467], [2.9015, 1.8295, -1.0978], [2.2841, 1.1970, -3.3190], [3.1288, 2.6786, -3.9617], [1.0279, 2.6862, -2.0783], [3.7470, 3.7844, -0.7976], [-1.9019, -0.4359, 3.2060], [-2.0389, -0.5737, 4.6881], [-0.7616, -0.3584, 5.3374], [-1.3018, 0.8027, 2.9413], [-2.9094, -0.4984, 2.7557], [-1.3668, -1.2747, 2.7431], [-2.3051, -1.5827, 5.0028], [-2.7454, 0.1379, 5.1200], [-0.3025, 0.3137, 4.8216], [-1.5513, 1.0945, 2.0515], [0.5835, -2.4744, -0.9829], [0.8363, -3.8868, -1.4744], [-0.1329, -4.2891, -2.4222], [0.3188, -1.6850, -2.1415], [1.4606, -2.1060, -0.4397], [-0.2764, -2.3998, -0.3042], [0.7884, -4.5560, -0.6170], [1.8421, -3.8800, -1.9148], [-0.2632, -3.5244, -2.9971], [0.2695, -0.7607, -1.8511]], "atomic_forces_ev_per_a": [[-0.103, -0.002, 0.054], [0.139, -0.083, 0.004], [-0.060, 0.087, 0.059], [-0.103, -0.006, 0.012], [-0.040, 0.046, 0.011], [0.037, 0.020, -0.003], [0.025, -0.033, -0.028], [-0.024, -0.108, -0.005], [0.013, 0.098, 0.011], [0.033, -0.030, -0.001], [-0.396, 0.404, -0.352], [-0.019, 0.076, 0.604], [0.320, 0.015, -0.042], [0.134, -0.200, 0.096], [-0.014, -0.144, 0.198], [0.357, -0.102, 0.242], [0.120, 0.049, -0.368], [-0.172, -0.126, -0.247], [-0.263, 0.053, -0.182], [-0.092, 0.014, -0.030], [-1.080, -0.506, -0.733], [1.266, -0.131, 1.179], [-0.340, -0.120, -0.268], [0.045, 0.346, -0.015], [0.064, 0.215, 0.213], [0.423, 0.103, 0.286], [-0.323, -0.023, -0.279], [-0.203, 0.058, -0.281], [-0.057, 0.099, -0.006], [0.355, -0.018, -0.086], [-0.354, 0.394, -0.098], [-0.022, 0.583, 0.090], [0.060, -0.173, 0.094], [0.446, -0.089, 0.122], [0.022, -0.082, -0.021], [0.027, -0.237, -0.034], [0.133, -0.229, -0.117], [-0.033, -0.317, 0.003], [-0.072, 0.061, 0.035], [-0.248, 0.038, -0.118]], "relative_energy_kcal_mol": 0.00, "homo_lumo_gap_ev": 8.8, "e_lumo_ev": 2.8, "total_energy_ha": -1217.9466, "charge": -1}

{"formula": "C6H24NO7", "method": "wB97M-V/def2-TZVPD", "species": ["C", "N", "C", "C", "C", "C", "C", "O", "H", "H", "H", "H", "H", "H", "H", "H", "H", "H", "H", "H", "H", "H", "O", "H", "H", "O", "H", "H", "O", "H", "H", "O", "H", "H", "O", "H", "H", "O"], "positions_angstrom": [[-0.9082, -1.1766, 3.2533], [-0.5836, -0.2612, 2.1541], [-1.1742, 1.0927, 2.2408], [-2.5787, 1.1240, 1.4532], [-2.0918, 0.1910, 0.2558], [-1.0586, -0.7969, 0.8073], [0.3699, -0.7761, -0.0551], [-0.0512, -1.3594, -1.2294], [-1.6311, -0.8124, 4.0460], [0.0273, -1.1949, 3.8590], [-1.1829, -2.1715, 2.8587], [-1.4517, 1.2371, 3.2793], [-0.5118, 1.8377, 1.8417], [-2.7517, 2.1345, 1.0925], [-3.3645, 0.6790, 2.0596], [-2.9807, -0.4009, 0.0192], [-1.7119, 0.6899, -0.5813], [-1.3412, -1.8557, 0.8869], [0.9556, -1.5133, 0.4779], [0.8894, 0.1751, -0.0619], [0.2826, -0.5557, -2.0862], [0.6801, -0.5259, -3.8947], [0.9232, -0.0665, -3.0905], [3.6579, 0.5893, -1.3284], [3.2552, 1.7380, -0.5068], [4.0353, 1.1787, -0.6327], [2.5214, -0.1341, -2.6221], [2.7316, -1.5762, -2.0850], [3.2089, -0.7408, -2.2288], [0.7777, 2.4434, 0.4476], [0.1448, 2.9696, -0.8226], [0.8559, 3.1784, -0.1543], [0.5238, -3.1097, -0.8790], [-0.4030, -4.2601, -0.4198], [0.4956, -3.9269, -0.3281], [0.0769, 1.2008, -2.6678], [-0.2553, 2.6785, -3.0478], [-0.3809, 2.0773, -2.3106]], "atomic_forces_ev_per_a": [[0.961, 0.847, 1.300], [-2.158, 0.006, -0.888], [-2.150, -1.191, 0.831], [3.868, -0.951, -0.978], [-2.319, -1.619, 2.254], [4.009, 2.004, 0.564], [-3.906, -2.241, 1.823], [1.130, 1.730, -2.831], [-0.037, -0.226, -1.182], [-0.473, -0.824, -0.243], [0.208, 0.468, 0.503], [0.655, 0.671, 0.408], [0.255, 0.412, 0.034], [-0.498, 0.010, 0.193], [-0.103, 0.138, -0.169], [0.093, 0.132, -0.819], [0.330, 0.972, -1.228], [-0.053, 0.452, -0.179], [0.671, 0.154, 0.523], [-0.139, 0.474, -0.290], [0.103, -2.293, 0.165], [-0.165, -0.102, 0.006], [-0.744, 1.103, 0.227], [0.894, -0.376, 0.732], [0.305, 0.331, 0.371], [-0.881, 0.379, -0.474], [-0.112, -1.157, -0.029], [0.083, 0.699, 0.023], [0.133, -0.161, -0.427], [0.128, -0.354, 0.370], [1.064, -0.034, 0.334], [-0.811, 0.308, -0.578], [-0.459, -0.058, 0.260], [0.119, 0.211, -0.089], [0.180, -0.109, -0.193], [-0.368, 1.183, 0.418], [-0.012, 0.152, -0.041], [0.201, -1.143, -0.701]], "relative_energy_kcal_mol": 43.36, "homo_lumo_gap_ev": 8.1, "e_lumo_ev": 3.2, "total_energy_ha": -824.4435, "charge": -1}